(1)
{
  "formula": "C59H43BO12P2",
  "method": "wB97M-V/def2-TZVPD",
  "elements": ["C", "C", "P", "B", "C", "O", "P", "O", "O", "O", "H", "H", "H", "H", "H", "H", "H", "H", "H", "H", "H", "C", "C", "C", "C", "C", "C", "C", "O", "C", "C", "C", "C", "C", "C", "C", "O", "H", "H", "H", "H", "H", "H", "H", "H", "C", "C", "C", "C", "C", "C", "C", "O", "C", "C", "C", "C", "C", "C", "C", "O", "H", "H", "H", "H", "H", "H", "H", "H", "C", "C", "C", "C", "C", "C", "C", "O", "C", "C", "C", "C", "C", "C", "C", "O", "H", "H", "H", "H", "H", "H", "H", "H", "C", "C", "C", "C", "C", "C", "C", "O", "C", "C", "C", "C", "C", "C", "C", "O", "H", "H", "H", "H", "H", "H", "H", "H"],
  "xyz": [[7.5492, -4.2618, -4.5421], [6.0848, -4.6770, -4.7194], [5.0047, -3.6336, -3.6311], [4.9685, -1.9099, -4.6109], [5.0777, -1.7976, -6.1642], [4.9145, -0.7839, -3.8614], [3.0025, -4.2024, -4.1451], [2.0622, -3.1951, -3.6251], [2.7550, -5.6861, -3.5793], [2.9319, -4.4798, -5.7200], [7.7902, -3.3989, -5.1660], [7.7724, -3.9873, -3.5081], [8.2222, -5.0752, -4.8150], [5.7844, -4.5687, -5.7630], [5.9406, -5.7216, -4.4401], [4.6919, -0.8450, -6.5304], [4.5555, -2.6187, -6.6595], [6.1268, -1.8651, -6.4761], [4.7215, -0.9297, -2.9303], [2.3832, -5.6443, -2.6918], [2.0241, -4.4158, -6.0429], [0.5928, 1.3225, -4.7561], [0.9964, 0.2588, -3.9575], [1.7387, 0.4920, -2.8132], [2.0906, 1.7891, -2.4640], [1.6797, 2.8588, -3.2621], [0.9259, 2.6211, -4.4057], [2.0422, 4.2603, -2.9164], [1.6657, 5.1953, -3.5915], [2.8768, 4.4792, -1.6989], [3.2557, 5.7750, -1.3672], [4.0181, 6.0031, -0.2337], [4.4036, 4.9396, 0.5747], [4.0331, 3.6465, 0.2465], [3.2718, 3.4112, -0.8923], [2.8969, 2.0097, -1.2331], [3.2417, 1.0809, -0.5296], [0.0162, 1.1380, -5.6531], [0.7562, -0.7618, -4.2275], [2.0551, -0.3301, -2.1852], [0.6181, 3.4647, -5.0088], [2.9455, 6.5879, -2.0102], [4.3140, 7.0121, 0.0222], [4.9954, 5.1217, 1.4622], [4.3223, 2.8047, 0.8610], [2.3444, -1.5173, 1.2079], [2.2848, -2.7740, 1.7998], [1.5301, -2.9702, 2.9446], [0.8343, -1.9060, 3.5071], [0.9009, -0.6416, 2.9176], [1.6538, -0.4540, 1.7652], [0.1841, 0.5258, 3.5076], [0.2320, 1.6225, 2.9937], [-0.5960, 0.2933, 4.7593], [-1.2514, 1.3663, 5.3519], [-1.9904, 1.1724, 6.5065], [-2.0833, -0.0943, 7.0731], [-1.4317, -1.1667, 6.4884], [-0.6828, -0.9758, 5.3325], [0.0194, -2.1447, 4.7301], [-0.0785, -3.2516, 5.2183], [2.9320, -1.3534, 0.3146], [2.8316, -3.6019, 1.3669], [1.4691, -3.9398, 3.4205], [1.7003, 0.5278, 1.3168], [-1.1696, 2.3413, 4.8912], [-2.4983, 2.0093, 6.9680], [-2.6652, -0.2431, 7.9733], [-1.4886, -2.1605, 6.9116], [-2.4894, -5.0667, 3.8598], [-3.6997, -5.3801, 3.2514], [-4.5216, -6.3520, 3.7964], [-4.1323, -7.0212, 4.9507], [-2.9114, -6.7137, 5.5554], [-2.0941, -5.7301, 5.0097], [-2.4560, -7.4302, 6.7815], [-1.4038, -7.1605, 7.3186], [-3.3453, -8.5004, 7.3246], [-2.9303, -9.2127, 8.4441], [-3.7398, -10.2035, 8.9724], [-4.9702, -10.4858, 8.3881], [-5.3876, -9.7809, 7.2726], [-4.5757, -8.7887, 6.7345], [-5.0425, -8.0548, 5.5217], [-6.1205, -8.2934, 5.0208], [-1.8486, -4.3022, 3.4400], [-4.0022, -4.8625, 2.3501], [-5.4700, -6.6081, 3.3440], [-1.1559, -5.4896, 5.4897], [-1.9714, -8.9731, 8.8832], [-3.4141, -10.7588, 9.8423], [-5.6025, -11.2586, 8.8054], [-6.3391, -9.9835, 6.8001], [-5.8133, 10.1806, -6.1624], [-4.8633, 9.8462, -7.1219], [-3.7101, 9.1750, -6.7540], [-3.4972, 8.8388, -5.4219], [-4.4454, 9.1824, -4.4586], [-5.6056, 9.8501, -4.8346], [-4.2370, 8.8556, -3.0173], [-5.0677, 9.1444, -2.1827], [-2.9683, 8.1666, -2.6450], [-2.7299, 7.8836, -1.3051], [-1.5638, 7.2364, -0.9330], [-0.6330, 6.8655, -1.8971], [-0.8627, 7.1449, -3.2341], [-2.0296, 7.7998, -3.6118], [-2.2500, 8.1033, -5.0551], [-1.4503, 7.7686, -5.9019], [-6.7161, 10.7015, -6.4537], [-5.0258, 10.1104, -8.1588], [-2.9597, 8.9005, -7.4829], [-6.3286, 10.1014, -4.0705], [-3.4703, 8.1778, -0.5738], [-1.3780, 7.0174, 0.1107], [0.2766, 6.3552, -1.6080], [-0.1438, 6.8585, -3.9889]],
  "mulliken_charge": [-1.163, -0.597, -0.349, 0.673, -0.955, -0.407, 0.941, -0.576, -0.533, -0.551, 0.248, 0.321, 0.370, 0.327, 0.484, 0.279, 0.281, 0.322, 0.228, 0.343, 0.321, -0.699, -0.781, -0.631, 0.432, 0.419, -0.617, 0.363, -0.693, 0.507, -0.545, -0.670, -0.642, -0.615, 0.372, 0.423, -0.667, 0.418, 0.529, 0.663, 0.546, 0.544, 0.413, 0.419, 0.527, -0.215, -0.995, -0.502, 0.395, 0.216, -0.705, 0.393, -0.713, 0.231, -0.614, -0.468, -0.591, -0.537, 0.206, 0.529, -0.656, 0.566, 0.439, 0.553, 0.644, 0.491, 0.398, 0.409, 0.516, -0.254, -0.716, -0.604, 0.252, 0.070, -0.580, 0.515, -0.652, 0.171, -0.519, -0.485, -0.473, -0.584, 0.164, 0.672, -0.661, 0.397, 0.413, 0.472, 0.649, 0.475, 0.398, 0.398, 0.474, -0.469, -0.489, -0.531, 0.162, 0.148, -0.581, 0.678, -0.662, 0.143, -0.527, -0.805, 0.023, -0.625, 0.044, 0.530, -0.652, 0.399, 0.390, 0.477, 0.473, 0.482, 0.410, 0.316, 0.660],
  "homo_energy_ha": -0.343,
  "molar_mass_g_mol": 1016.7,
  "gap_ev": 8.233,
  "charge": 0,
  "fmax_ev_per_a": 0.35
}

***

(2)
{
  "formula": "C59H43Cl3N12O2RuS2",
  "method": "wB97M-V/def2-TZVPD",
  "elements": ["Ru", "C", "C", "C", "C", "C", "N", "C", "N", "C", "C", "C", "C", "C", "C", "C", "C", "N", "C", "N", "C", "N", "C", "N", "C", "N", "C", "C", "C", "C", "C", "C", "C", "C", "C", "C", "C", "C", "N", "C", "C", "H", "H", "H", "H", "H", "H", "H", "H", "H", "H", "H", "H", "H", "H", "H", "H", "Cl", "C", "C", "C", "C", "C", "C", "N", "C", "C", "N", "C", "O", "C", "C", "C", "Cl", "S", "C", "C", "C", "Cl", "C", "H", "H", "H", "H", "H", "H", "H", "H", "H", "H", "H", "H", "H", "C", "C", "C", "N", "C", "S", "N", "C", "O", "C", "C", "C", "C", "C", "C", "H", "H", "H", "H", "H", "H", "H", "H", "H", "H", "H", "H", "H", "H"],
  "xyz": [[-2.3216, -0.3510, 1.4314], [-3.6124, -0.5769, 7.8517], [-3.6801, -1.9438, 7.6421], [-3.4095, -2.4999, 6.3820], [-3.0838, -1.6305, 5.3720], [-2.7584, -1.8533, 3.9514], [-2.4730, -0.6541, 3.3880], [-2.5478, 0.3399, 4.3116], [-2.1295, 1.5870, 4.1493], [-1.8153, 2.1223, 2.9797], [-1.0989, 3.3944, 2.7564], [-0.4409, 4.2445, 3.6091], [0.2061, 5.3498, 3.0373], [0.1533, 5.5870, 1.6736], [-0.5391, 4.7236, 0.8113], [-1.1414, 3.6267, 1.3735], [-1.9013, 2.5011, 0.7904], [-2.3630, 2.4205, -0.4493], [-2.9756, 1.3580, -0.9239], [-2.9433, 0.0927, -0.3981], [-3.5541, -0.7857, -1.2442], [-3.5392, -2.0998, -1.1589], [-3.1470, -2.7709, -0.0789], [-2.8854, -2.2432, 1.1314], [-2.7071, -3.2246, 2.0557], [-2.7212, -3.0442, 3.3625], [-2.7035, -4.5235, 1.3529], [-2.4602, -5.8054, 1.7753], [-2.5543, -6.8245, 0.8138], [-2.9008, -6.5465, -0.4978], [-3.1376, -5.2295, -0.9246], [-3.0153, -4.2389, 0.0153], [-4.1029, -0.0252, -2.3836], [-4.8129, -0.4240, -3.4879], [-5.1771, 0.5737, -4.4051], [-4.8199, 1.8983, -4.2074], [-4.0787, 2.2914, -3.0836], [-3.7354, 1.3105, -2.1853], [-2.1792, 1.6227, 1.7782], [-2.9863, -0.2521, 5.5914], [-3.2426, 0.3005, 6.8201], [-3.8468, -0.1791, 8.8291], [-3.9500, -2.5939, 8.4622], [-3.4484, -3.5665, 6.2108], [-0.4236, 4.0681, 4.6758], [0.7549, 6.0334, 3.6700], [0.6565, 6.4535, 1.2678], [-0.5983, 4.9129, -0.2515], [-2.1957, -6.0208, 2.8011], [-2.3549, -7.8466, 1.1037], [-2.9847, -7.3579, -1.2069], [-3.4005, -5.0022, -1.9486], [-5.0695, -1.4617, -3.6479], [-5.7552, 0.3050, -5.2780], [-5.1195, 2.6409, -4.9337], [-3.7968, 3.3230, -2.9230], [-3.1708, 1.3668, 6.9839], [9.8738, -2.5406, 1.6644], [8.2463, -1.9647, 1.5738], [7.7236, -1.2051, 2.6056], [6.4110, -0.7720, 2.5142], [5.6038, -1.0805, 1.4236], [4.1724, -0.5993, 1.4328], [3.2046, -1.7699, 1.6492], [1.9006, -1.2950, 2.1036], [1.6473, -0.5836, 3.2464], [0.3271, -0.2777, 3.2149], [-0.2395, -0.8024, 2.0650], [0.7480, -1.4211, 1.4404], [3.8789, 0.0957, 0.2381], [3.0479, 1.2501, 0.3559], [3.5623, 2.2640, 1.3348], [4.7299, 2.9514, 1.1657], [5.7808, 2.8401, -0.1806], [5.0934, 3.9854, 2.4768], [3.6675, 3.5152, 3.2942], [2.9531, 2.6019, 2.5806], [6.1666, -1.8371, 0.4009], [5.2555, -2.2854, -1.0157], [7.4767, -2.2784, 0.4652], [8.3332, -0.9596, 3.4629], [6.0018, -0.1678, 3.3154], [4.0802, 0.0935, 2.2774], [3.6214, -2.4574, 2.3858], [3.0643, -2.2983, 0.7080], [2.4095, -0.3569, 3.9695], [-0.2172, 0.2725, 3.9524], [0.6684, -1.9593, 0.5139], [2.0177, 0.9769, 0.6054], [3.0552, 1.6738, -0.6468], [3.4357, 3.9360, 4.2583], [2.0169, 2.1766, 2.9142], [7.8902, -2.8700, -0.3382], [2.9823, 1.2652, -5.3252], [2.3440, 2.1250, -4.2369], [1.7497, 1.3085, -3.0998], [0.6483, 0.4943, -3.5975], [-0.1448, -0.2316, -2.8385], [0.0297, -0.3816, -1.1718], [-1.1577, -0.9646, -3.4354], [-1.6270, -1.1401, -4.7431], [-2.3166, -2.1090, -4.9553], [-1.3040, -0.1441, -5.8005], [-0.9119, -0.6205, -7.0474], [-0.6086, 0.2749, -8.0615], [-0.7420, 1.6400, -7.8452], [-1.1954, 2.1133, -6.6196], [-1.4677, 1.2233, -5.5926], [3.4839, 1.8881, -6.0633], [2.2472, 0.6607, -5.8626], [3.7229, 0.5882, -4.8968], [1.5671, 2.7620, -4.6695], [3.1011, 2.7813, -3.8050], [1.3766, 1.9504, -2.2984], [2.5050, 0.6473, -2.6644], [0.5068, 0.4884, -4.5988], [-1.5604, -1.6606, -2.8183], [-0.8435, -1.6877, -7.2098], [-0.2764, -0.0933, -9.0222], [-0.5117, 2.3376, -8.6389], [-1.3391, 3.1746, -6.4663], [-1.8270, 1.5864, -4.6371]],
  "mulliken_charge": [-0.184, -0.670, -0.706, -0.005, 0.134, -0.105, 0.540, -0.208, -0.520, -0.023, 0.250, -0.016, -0.724, -0.697, -0.234, 0.459, -0.089, -0.406, -1.031, 0.399, -1.018, -0.337, 0.185, 0.097, 0.206, -0.578, -0.025, -0.323, -0.661, -0.726, -0.093, 0.386, 0.623, 0.034, -0.846, -0.709, 0.096, 0.721, 0.013, 0.043, -0.135, 0.442, 0.438, 0.568, 0.559, 0.470, 0.459, 0.586, 0.567, 0.433, 0.429, 0.638, 0.583, 0.458, 0.500, 0.580, 0.567, -0.188, 0.335, -1.030, -0.160, -0.664, 0.753, -0.981, 0.281, -1.266, -0.512, 1.463, -1.674, -0.138, 0.036, -0.162, 0.755, -0.179, -0.188, -0.780, -0.146, 0.909, -0.194, -0.882, 0.436, 0.392, 0.069, 0.311, 0.400, 0.561, 0.537, 1.100, -0.609, 0.364, 0.471, 0.495, 0.473, -1.145, -0.715, -0.479, 0.483, -0.557, 0.469, 0.197, 0.018, -0.617, 0.170, -0.566, -0.734, -0.584, -0.953, 0.474, 0.390, 0.243, 0.321, 0.289, 0.440, 0.358, 0.191, -0.162, 0.085, 0.532, 0.447, 0.443, 0.506, 0.675],
  "de_lowest_kcal_mol": 42.2,
  "homo_energy_ha": [-0.455, -0.455],
  "molar_mass_g_mol": 1223.6,
  "gap_ev": [4.384, 4.386],
  "charge": 2,
  "fmax_ev_per_a": 1.62
}